Below is a 11-piece molecular cluster, C37H101N5O12 overall, with properties calculated with ωB97M-V/def2-TZVPD.

The geometry in XYZ format:
```
155
Properties=species:S:1:pos:R:3:forces:R:3:lowdin_charge:R:1
C -5.763 1.213 -5.346 -0.48 1.16 0.86 -0.098
O -5.428 1.198 -3.969 -0.32 -0.60 -0.42 -0.178
C -4.153 1.745 -3.804 -0.06 -0.97 1.42 -0.222
C -3.656 1.398 -2.393 -0.09 -1.00 -0.29 -0.414
C -4.510 1.974 -1.257 0.59 -0.48 -0.82 -0.030
N -2.296 1.845 -2.157 -0.22 1.02 0.22 0.055
H -6.840 1.219 -5.344 -0.45 -0.74 -0.48 0.084
H -5.274 0.433 -5.930 -0.13 -0.09 0.03 0.091
H -5.523 2.209 -5.731 0.35 -0.07 -0.40 0.086
H -3.497 1.332 -4.551 0.67 -0.05 -0.28 0.099
H -4.238 2.791 -3.917 0.20 1.66 -0.26 0.114
H -3.651 0.289 -2.429 -0.07 0.33 0.61 0.143
H -4.566 3.027 -1.452 -0.31 0.88 -0.12 0.068
H -3.963 1.907 -0.307 -0.50 -0.53 -0.13 0.076
H -5.510 1.556 -1.308 -0.09 -0.04 0.51 0.081
H -1.668 1.495 -2.852 0.50 -0.24 -0.66 0.047
H -2.337 2.870 -2.266 0.57 -0.40 0.30 0.077
C -1.006 -0.234 -5.259 -1.78 -1.54 -0.44 -0.126
O -1.404 1.030 -5.655 -1.16 0.18 1.02 -0.229
C -0.548 1.650 -6.544 -0.45 -1.29 -0.35 -0.226
C -0.594 0.958 -7.935 0.20 0.46 -0.11 -0.394
C 0.212 1.911 -8.867 -0.62 -1.38 1.06 -0.060
N -1.981 0.788 -8.447 0.98 0.25 -0.26 0.047
H -1.723 -0.549 -4.465 0.82 0.19 -0.22 0.099
H 0.010 -0.245 -4.934 0.69 -0.20 0.41 0.069
H -1.172 -0.974 -6.083 0.35 0.33 0.38 0.095
H -0.998 2.615 -6.599 0.19 1.16 -0.50 0.114
H 0.428 1.683 -6.055 0.52 0.19 -0.50 0.127
H -0.119 -0.046 -7.899 -0.29 0.61 0.01 0.137
H 0.284 1.493 -9.844 -0.04 -0.11 -0.82 0.063
H 1.212 2.064 -8.475 0.12 0.18 0.11 0.075
H -0.356 2.819 -8.858 -0.04 0.84 -0.37 0.065
H -2.535 1.629 -8.353 0.05 -0.02 0.11 0.069
H -2.514 -0.003 -8.113 0.35 0.09 0.33 0.062
C 2.736 1.157 2.993 0.05 0.66 -0.30 -0.103
O 3.505 0.236 3.771 -0.43 0.53 -0.37 -0.224
C 3.106 0.423 5.142 -1.07 -0.92 -0.92 -0.171
C 3.790 -0.558 6.045 0.72 -0.37 0.09 -0.415
C 5.317 -0.544 5.917 0.41 0.56 -0.07 -0.048
N 3.215 -1.854 5.758 -0.44 -0.53 -1.11 0.051
H 3.068 1.156 1.936 -0.19 -0.42 0.59 0.097
H 2.862 2.198 3.334 0.28 -0.30 0.07 0.094
H 1.643 1.007 3.088 0.43 -0.46 -0.17 0.088
H 3.309 1.445 5.368 0.06 0.83 0.57 0.121
H 2.009 0.194 5.150 0.70 0.52 0.46 0.128
H 3.530 -0.314 7.066 -0.22 0.23 0.34 0.140
H 5.767 -1.467 6.336 -0.25 0.65 0.11 0.081
H 5.744 0.382 6.400 -0.24 -1.04 -0.47 0.096
H 5.578 -0.545 4.850 0.07 0.12 0.23 0.065
H 3.270 -2.067 4.753 -0.03 -0.02 0.45 0.066
H 3.671 -2.605 6.236 0.35 -0.29 0.38 0.094
C -3.538 -2.445 -0.051 -0.05 -2.24 -0.21 -0.087
O -3.577 -2.925 1.297 -0.65 0.01 -0.95 -0.194
C -3.267 -1.986 2.269 0.66 1.37 -0.30 -0.237
C -4.396 -0.970 2.422 -0.74 0.90 0.33 -0.403
C -4.036 0.193 3.415 0.64 -0.57 -0.71 -0.037
N -5.717 -1.589 2.706 0.73 0.16 0.48 0.044
H -4.182 -1.660 -0.440 -0.12 0.46 0.85 0.088
H -3.826 -3.344 -0.576 -0.42 -0.27 -0.50 0.086
H -2.527 -2.327 -0.364 0.89 0.83 -0.04 0.049
H -3.149 -2.569 3.184 0.22 0.23 0.19 0.117
H -2.317 -1.444 1.959 -0.74 -0.49 0.67 0.132
H -4.607 -0.494 1.451 0.61 0.04 0.16 0.120
H -3.274 0.820 2.900 -0.60 -0.22 0.46 0.050
H -3.594 -0.091 4.384 -0.08 -0.43 -0.38 0.070
H -4.907 0.780 3.670 -0.26 0.20 -0.28 0.065
H -5.854 -2.339 2.053 -0.11 -0.10 -0.98 0.055
H -5.601 -2.153 3.524 -0.07 -0.07 1.19 0.055
C 0.421 -6.861 3.370 0.57 1.74 -1.95 -0.046
O 0.441 -6.218 2.056 0.02 -1.20 0.79 -0.199
C -0.349 -5.057 2.081 0.39 -0.11 -0.74 -0.243
C -0.212 -4.350 0.744 -0.33 0.98 0.80 -0.416
C -0.802 -5.249 -0.318 0.38 0.48 -1.12 -0.059
N 1.178 -3.876 0.457 -1.01 -1.00 -0.12 0.071
H 0.828 -7.832 3.276 0.37 -1.06 -0.25 0.069
H -0.609 -6.907 3.658 -0.47 0.01 0.84 0.080
H 1.101 -6.260 3.975 -0.44 -0.03 0.70 0.089
H -1.398 -5.283 2.272 -0.27 -0.13 0.06 0.127
H 0.011 -4.410 2.843 0.29 0.79 1.04 0.098
H -0.832 -3.438 0.892 0.15 -0.42 -0.45 0.118
H -1.801 -5.586 -0.075 -0.31 0.11 0.34 0.074
H -0.202 -6.161 -0.425 0.05 0.31 -0.24 0.081
H -0.886 -4.684 -1.267 0.26 -0.55 0.27 0.081
H 1.427 -3.143 1.111 0.09 -0.05 0.20 0.041
H 1.760 -4.679 0.686 0.29 0.21 -0.11 0.055
C 4.574 -4.296 1.855 -0.69 -1.04 -0.88 -0.064
C 4.638 -2.923 2.415 -0.26 1.54 1.91 -0.491
C 5.427 -1.988 1.494 -0.27 0.28 -0.11 -0.052
O 3.309 -2.433 2.719 0.46 0.84 -0.44 -0.103
H 4.254 -4.148 0.832 -0.18 -0.21 -0.56 0.072
H 3.875 -5.070 2.250 0.48 0.97 0.40 0.096
H 5.561 -4.730 1.787 0.34 -0.15 0.14 0.080
H 5.183 -2.885 3.403 -0.22 -0.33 -0.73 0.138
H 6.409 -2.410 1.561 0.91 -0.21 -0.60 0.068
H 5.569 -0.966 1.885 -0.51 -0.33 0.03 0.078
H 5.082 -1.927 0.432 0.14 -0.26 0.90 0.098
H 3.421 -1.456 2.883 -0.28 -1.00 -0.11 0.062
C 4.053 3.886 -2.850 -0.13 -0.34 -0.06 -0.039
C 3.491 2.468 -2.805 0.83 0.23 0.67 -0.499
C 4.514 1.414 -2.431 0.73 -1.14 0.04 -0.067
O 2.335 2.366 -1.978 -0.50 -0.89 -0.84 -0.056
H 3.272 4.561 -3.169 -0.29 0.34 0.00 0.057
H 4.862 3.982 -3.575 0.05 -0.17 0.08 0.085
H 4.424 4.204 -1.872 -0.03 -0.08 -0.02 0.088
H 3.167 2.143 -3.768 -0.57 0.25 -0.97 0.121
H 3.986 0.406 -2.477 0.87 1.15 0.27 0.095
H 4.959 1.588 -1.427 -0.42 -0.22 -0.45 0.083
H 5.388 1.387 -3.154 -1.10 0.08 0.65 0.097
H 2.312 2.937 -1.224 0.37 0.64 0.71 0.070
C -1.372 2.620 2.032 0.73 0.74 1.26 -0.055
C -0.356 3.361 1.191 -0.61 -0.92 -2.14 -0.498
C -0.292 4.810 1.500 -0.76 1.36 -0.53 -0.073
O 1.042 2.915 1.277 -0.96 0.13 -0.06 -0.072
H -2.264 3.240 1.954 -0.28 -0.21 0.06 0.085
H -0.994 2.756 3.074 -0.55 -0.62 -0.34 0.098
H -1.631 1.583 1.787 0.51 0.28 -0.10 0.053
H -0.737 3.317 0.153 0.60 -0.47 -0.04 0.125
H 0.489 5.186 0.836 0.27 0.36 0.56 0.075
H -0.057 4.829 2.548 0.45 0.88 0.60 0.074
H -1.199 5.476 1.271 0.99 -1.51 0.41 0.119
H 1.107 1.978 1.058 -0.34 0.02 -0.03 0.039
C -0.338 -1.817 4.877 -0.32 -1.46 0.64 -0.040
C -0.435 -1.903 6.432 0.57 0.13 -1.96 -0.520
C -0.828 -3.280 6.818 -1.01 -0.37 1.21 -0.069
O 0.790 -1.550 6.983 0.42 0.50 0.68 -0.074
H -0.084 -0.827 4.544 0.21 0.46 -0.17 0.056
H -1.330 -2.089 4.478 0.52 0.10 -0.17 0.054
H 0.431 -2.573 4.525 -0.81 0.88 0.22 0.091
H -1.189 -1.210 6.761 -0.34 0.51 0.28 0.128
H -0.064 -3.997 6.598 0.52 -0.44 -0.25 0.073
H -1.741 -3.549 6.313 -0.40 -0.32 -0.36 0.071
H -1.066 -3.349 7.892 0.29 0.06 -0.21 0.088
H 1.508 -1.822 6.374 0.21 0.08 0.22 0.022
C -0.009 4.336 -3.799 -0.70 0.55 -1.55 -0.060
C -0.115 5.321 -2.667 -0.36 0.09 0.99 -0.470
C 0.296 6.727 -3.016 -0.44 0.94 -0.07 -0.059
O -1.483 5.284 -2.103 1.58 -0.09 -0.65 -0.064
H 0.915 4.321 -4.391 0.23 0.00 0.75 0.087
H -0.747 4.565 -4.604 0.05 0.07 0.62 0.094
H -0.267 3.371 -3.428 0.13 -0.93 0.12 0.051
H 0.545 5.012 -1.862 -0.17 -0.34 0.34 0.117
H 1.383 6.819 -3.000 -0.04 0.12 0.13 0.078
H -0.183 7.507 -2.375 0.59 -0.77 -0.12 0.098
H -0.016 6.972 -4.023 -0.12 0.07 -0.47 0.072
H -1.967 5.715 -2.806 -0.74 0.15 -0.09 0.072
O 0.374 0.040 -2.667 1.10 1.12 0.17 -0.106
C 0.260 -1.043 -1.743 -0.37 0.09 -1.96 -0.236
C -0.042 -0.602 -0.402 -0.17 1.07 3.19 -0.275
O -1.367 -0.181 -0.206 -0.71 1.22 -1.06 -0.112
H 1.094 0.679 -2.410 -0.88 -0.84 0.00 0.081
H -0.598 -1.599 -2.163 0.47 -0.23 0.43 0.136
H 1.139 -1.652 -1.701 0.68 -0.56 -0.32 0.109
H 0.624 0.243 -0.054 -0.01 -0.67 -0.61 0.123
H 0.128 -1.400 0.345 -0.02 0.10 -0.48 0.106
H -1.564 0.551 -0.876 0.10 -0.72 0.97 0.069
```
Forces are in eV/Å.

Properties
**2S+1**: 1

Below is a 10-piece molecular cluster, C37H103N9O10 overall, with properties calculated with ωB97M-V/def2-TZVPD.

The geometry in XYZ format:
```
159
Properties=species:S:1:pos:R:3:forces:R:3:lowdin_charge:R:1
C -1.940 7.008 5.649 0.84 -0.78 0.14 -0.123
O -2.474 6.462 4.479 -0.85 0.50 -1.13 -0.202
C -2.945 7.382 3.491 -0.13 -0.86 -0.51 -0.193
C -2.612 6.861 2.059 1.00 1.99 -1.03 -0.391
C -1.110 6.759 1.881 0.83 -0.33 0.95 -0.089
N -3.000 7.858 0.990 -0.51 -1.05 0.84 0.025
H -1.831 6.100 6.242 -0.12 0.47 0.77 0.091
H -2.493 7.815 6.129 -0.52 -0.24 0.01 0.088
H -0.926 7.381 5.504 0.22 0.21 -0.29 0.083
H -4.030 7.481 3.522 -0.33 -0.15 0.34 0.113
H -2.571 8.387 3.688 0.49 0.07 -0.29 0.119
H -3.037 5.876 1.870 -0.43 0.23 0.02 0.136
H -0.624 7.684 2.192 -0.07 0.19 0.43 0.076
H -0.669 6.620 0.894 -0.81 -0.46 -0.25 0.077
H -0.783 5.961 2.548 0.46 0.05 -0.05 0.076
H -3.983 8.086 1.023 -0.27 -0.02 0.03 0.055
H -2.507 8.720 1.171 0.17 0.13 0.03 0.059
C 4.996 2.785 -1.456 -0.34 -0.86 -0.31 -0.119
O 4.707 3.399 -2.710 -0.54 0.49 0.04 -0.189
C 3.313 3.216 -3.086 0.34 0.18 1.18 -0.193
C 2.979 3.719 -4.500 0.97 -1.43 -0.52 -0.434
C 1.494 3.632 -4.825 0.27 0.44 1.55 -0.064
N 3.677 2.908 -5.479 0.94 -0.62 -1.06 0.020
H 5.156 1.716 -1.601 0.04 -0.32 -0.20 0.080
H 4.167 2.827 -0.750 -0.20 0.47 0.05 0.078
H 5.899 3.133 -0.955 -0.06 0.62 -0.50 0.085
H 3.107 2.161 -2.908 -0.20 -0.47 -0.85 0.119
H 2.675 3.665 -2.325 -0.05 0.72 0.15 0.115
H 3.312 4.746 -4.650 0.16 0.06 0.32 0.136
H 1.226 3.636 -5.882 0.36 0.09 0.13 0.082
H 1.114 4.511 -4.304 -0.84 -0.09 -0.23 0.075
H 1.113 2.741 -4.327 -0.37 -0.09 -0.20 0.076
H 3.280 1.995 -5.647 -0.87 0.06 0.09 0.069
H 4.615 2.629 -5.228 0.39 0.71 0.38 0.065
C 8.348 -4.022 -2.145 -1.37 0.68 -0.66 -0.075
O 7.077 -4.521 -2.727 0.96 0.15 0.04 -0.201
C 5.957 -3.645 -2.513 -0.52 -0.70 0.88 -0.177
C 4.490 -4.250 -2.709 0.90 -0.24 0.44 -0.452
C 4.245 -4.990 -3.984 0.85 -0.44 -0.53 -0.072
N 3.524 -3.172 -2.614 0.81 0.96 -0.37 0.021
H 8.360 -4.119 -1.059 -0.10 -0.25 0.01 0.079
H 8.497 -2.969 -2.382 -0.52 0.39 0.09 0.074
H 9.257 -4.424 -2.592 -0.58 -1.01 -0.11 0.079
H 5.969 -3.418 -1.447 0.03 0.55 0.24 0.107
H 6.057 -2.719 -3.080 -0.03 0.03 -0.25 0.120
H 4.245 -4.890 -1.861 0.73 -0.64 0.14 0.124
H 4.772 -4.481 -4.790 -0.41 0.15 -0.28 0.084
H 3.175 -5.073 -4.174 0.06 0.02 -0.19 0.073
H 4.683 -5.988 -3.962 -0.09 -0.09 0.13 0.078
H 3.697 -2.719 -1.729 -0.67 0.27 0.18 0.064
H 2.594 -3.564 -2.665 -0.10 0.20 0.29 0.068
C -4.405 -0.126 -4.945 0.41 -1.04 -0.50 -0.086
O -3.750 -1.349 -5.375 -0.19 0.11 1.75 -0.180
C -2.981 -1.908 -4.290 0.15 -0.28 0.19 -0.220
C -2.475 -3.295 -4.642 -1.02 -1.23 -1.78 -0.449
C -3.584 -4.363 -4.999 0.06 1.40 0.07 -0.050
N -1.621 -3.878 -3.661 1.28 0.69 0.72 0.025
H -5.061 0.200 -5.752 0.29 0.05 -0.08 0.085
H -3.636 0.612 -4.719 -0.14 0.25 0.04 0.083
H -5.040 -0.307 -4.077 0.10 -0.05 0.21 0.081
H -2.155 -1.262 -3.994 0.53 0.19 -0.64 0.118
H -3.437 -2.015 -3.306 -1.42 0.19 -0.02 0.116
H -1.886 -3.138 -5.545 0.19 -0.18 -0.15 0.135
H -4.144 -4.607 -4.096 -0.22 0.16 0.08 0.068
H -3.169 -5.311 -5.340 0.33 0.21 -0.14 0.066
H -4.251 -3.960 -5.761 -0.18 -0.17 0.02 0.065
H -2.082 -4.105 -2.792 -0.13 -0.24 -0.08 0.068
H -1.180 -4.694 -4.063 -0.02 -0.09 0.36 0.075
C -1.591 0.736 0.344 1.11 -0.35 -0.44 -0.094
O -0.719 0.894 1.449 -0.21 0.60 0.31 -0.179
C 0.520 0.276 1.245 0.60 -1.06 0.52 -0.229
C 0.476 -1.208 1.628 -0.75 0.71 0.93 -0.440
C 0.004 -1.486 3.102 -0.32 0.08 -0.90 -0.039
N 1.781 -1.794 1.479 0.23 -0.33 -0.67 0.028
H -1.871 -0.308 0.203 -0.56 -0.11 0.31 0.079
H -0.976 0.931 -0.535 -0.33 0.49 -0.49 0.080
H -2.444 1.411 0.404 0.16 -0.16 0.19 0.092
H 0.898 0.355 0.226 -0.32 0.04 -0.42 0.118
H 1.324 0.717 1.833 -0.34 0.59 0.49 0.125
H -0.174 -1.665 0.882 -0.25 -0.41 0.26 0.125
H -0.037 -2.570 3.215 0.01 -0.12 0.10 0.062
H -0.974 -1.109 3.400 -0.03 0.21 -0.29 0.066
H 0.738 -1.111 3.816 0.12 0.13 -0.09 0.077
H 2.428 -1.323 2.095 0.21 -0.02 0.21 0.070
H 1.645 -2.727 1.840 0.68 -0.34 -0.05 0.064
C 0.919 -7.017 2.762 -0.71 -0.03 0.22 -0.095
O -0.344 -6.364 2.580 0.50 0.15 0.72 -0.202
C -1.099 -6.867 1.511 0.27 0.69 -0.51 -0.218
C -2.272 -5.916 1.128 -0.27 -1.11 0.16 -0.407
C -3.306 -5.687 2.215 0.91 -0.43 1.54 -0.075
N -2.974 -6.573 -0.005 0.40 0.64 -0.08 0.023
H 0.779 -8.073 2.994 -0.15 -0.20 0.11 0.083
H 1.415 -6.550 3.612 -0.08 0.09 -0.14 0.087
H 1.569 -6.988 1.888 -0.08 0.35 -0.27 0.083
H -0.409 -6.893 0.668 -0.23 -0.12 -0.59 0.119
H -1.407 -7.899 1.681 -0.40 -0.19 0.26 0.125
H -1.787 -4.972 0.882 -0.22 0.05 -0.52 0.132
H -2.748 -5.433 3.116 -0.22 0.39 0.29 0.071
H -3.800 -6.625 2.470 -0.07 -0.23 -0.14 0.078
H -4.101 -4.957 2.062 0.34 0.20 -0.47 0.079
H -3.864 -6.097 -0.045 -0.20 0.38 -0.57 0.058
H -3.288 -7.458 0.367 0.23 -0.57 -0.02 0.059
C -3.562 6.169 -5.029 0.34 1.06 -0.79 -0.081
O -3.951 6.003 -6.430 -0.50 -0.42 1.01 -0.192
C -3.422 6.931 -7.371 0.81 -0.39 -0.77 -0.192
C -3.851 6.720 -8.880 -0.19 -0.59 1.44 -0.442
C -3.531 5.326 -9.352 0.14 -1.12 0.46 -0.081
N -3.108 7.647 -9.704 -0.05 0.80 0.32 0.021
H -3.975 7.103 -4.647 -0.18 0.07 0.01 0.080
H -2.489 6.229 -4.845 0.43 0.19 -0.75 0.074
H -3.819 5.380 -4.322 -0.87 -0.45 -0.90 0.079
H -3.574 7.989 -7.159 -0.28 0.03 0.48 0.119
H -2.349 6.738 -7.381 0.50 0.34 -0.02 0.114
H -4.906 6.972 -8.983 -0.13 -0.18 0.05 0.136
H -3.858 5.128 -10.373 -0.18 0.07 0.02 0.076
H -3.862 4.524 -8.692 -0.52 0.06 -0.01 0.074
H -2.450 5.188 -9.342 0.27 0.21 -0.11 0.077
H -2.138 7.373 -9.655 0.29 0.10 -0.19 0.067
H -3.415 7.484 -10.653 0.15 0.21 -0.24 0.071
C 10.240 -4.475 4.452 -0.02 -0.14 0.44 -0.121
O 9.173 -3.768 3.888 -0.27 -0.64 -1.32 -0.193
C 8.148 -3.570 4.831 0.39 1.99 -0.71 -0.215
C 6.934 -2.808 4.217 0.23 -0.21 0.70 -0.420
C 7.279 -1.445 3.638 -0.14 -0.27 0.06 -0.061
N 5.894 -2.669 5.260 0.39 -0.56 -0.14 0.027
H 10.684 -3.910 5.272 0.10 0.17 0.27 0.084
H 11.041 -4.675 3.740 -0.38 0.03 -0.26 0.091
H 9.839 -5.399 4.870 0.33 -0.39 0.02 0.085
H 7.817 -4.471 5.348 0.08 -0.33 -0.09 0.119
H 8.676 -2.894 5.504 -0.70 0.16 1.13 0.124
H 6.487 -3.447 3.456 0.11 0.01 -0.22 0.135
H 7.517 -0.739 4.433 0.42 -0.08 0.12 0.077
H 6.407 -1.002 3.156 0.00 -0.22 -0.25 0.073
H 8.104 -1.552 2.934 -0.03 0.26 0.04 0.078
H 6.244 -2.125 6.036 0.23 0.65 0.00 0.064
H 5.896 -3.587 5.682 -0.75 -0.43 0.19 0.052
C -8.445 4.249 5.098 -0.19 0.75 0.04 -0.133
O -7.403 3.453 4.658 1.16 -1.71 0.83 -0.190
C -6.273 3.301 5.545 -0.37 0.18 -0.65 -0.184
C -5.375 2.300 4.887 1.14 0.07 -0.45 -0.472
C -5.953 0.937 4.875 -0.58 -1.28 -0.22 -0.074
N -4.026 2.248 5.522 -0.76 0.81 -0.07 0.046
H -8.131 5.260 4.837 -0.78 0.51 0.06 0.087
H -8.690 4.224 6.160 0.44 -0.26 0.33 0.084
H -9.359 3.917 4.605 0.09 0.33 -0.35 0.089
H -5.748 4.254 5.619 -0.02 0.28 0.30 0.123
H -6.501 2.892 6.529 -0.57 0.37 0.24 0.132
H -5.226 2.668 3.872 -0.31 -0.16 -0.41 0.137
H -5.214 0.248 4.467 -0.12 -0.16 -0.20 0.076
H -6.880 0.867 4.306 0.14 0.13 -0.27 0.081
H -6.215 0.542 5.857 0.24 0.30 0.34 0.084
H -3.412 1.780 4.871 0.06 -0.57 -0.06 0.062
H -3.716 3.201 5.399 0.48 0.46 0.52 0.053
C -0.582 -7.492 7.071 -1.09 0.60 0.41 -0.153
O -1.196 -8.099 8.234 0.51 0.46 -0.76 -0.126
H -1.020 -6.535 6.787 -0.43 0.43 0.58 0.063
H 0.439 -7.218 7.334 0.10 -0.81 -0.35 0.081
H -0.803 -8.041 6.156 0.95 -0.69 0.09 0.071
H -2.086 -8.364 7.992 -0.05 0.02 0.00 0.065
```
Forces are in eV/Å.

Properties
**2S+1**: 1

So what do the calculations give for energy? Going down the list: -72023.1483, -73915.9086 eV.
So what do the calculations give for LUMO level? Going down the list: 0.43, 0.22 eV.
So what do the calculations give for max |F|? Going down the list: 3.4, 2.5 eV/Å.